Entry 1:
Here is a cluster of 3 separate species, C3H12N2O2 in total from the OMol25 dataset. Energies are from the ωB97M-V functional and the def2-TZVPD basis.

For the HOMO-LUMO gap, the calculation gives 8.55 eV. As for the SMILES: C/C(N)=C/N.O.O.

Geometry as ORCA input:
```
! wB97M-V def2-TZVPD RIJCOSX def2/J DEFGRID3
* xyz 0 1
C -0.23552 -0.43627 -0.55992
C -0.68835 0.86589 -0.31049
N -0.88653 -1.49322 0.17484
H -1.68861 2.32415 0.77181
H -0.32744 -2.36074 0.08135
H 3.72465 0.79636 -1.67832
H -1.09350 -1.08960 1.07249
H 0.34958 -0.30318 -2.70333
O -0.45638 -0.55844 3.07640
H 2.44328 1.08404 -0.84569
H -0.53530 1.59226 -1.15953
H -0.09966 0.38005 2.83313
H -0.11331 -1.93234 -2.10318
C 0.38857 -0.97811 -1.81242
O 2.83175 1.19156 -1.72139
N -1.42694 1.31920 0.88688
H -1.33288 -0.54812 2.56541
H 1.42885 -1.31561 -1.81687
H -2.35251 0.81694 0.80770
*
```

These are the Löwdin partial charges, in e, on atoms 1 to 2: C -0.375; C -0.171

Entry 2:
Here is a structure of composition C47H80FN11O3 from the OMol25 dataset. Energies are from the ωB97M-V functional and the def2-TZVPD basis.

For the HOMO-LUMO gap, the calculation gives 8.26 eV.

Geometry as ORCA input:
```
! wB97M-V def2-TZVPD RIJCOSX def2/J DEFGRID3
* xyz 0 1
C 1.12180 -0.83683 -0.52168
H 4.36891 -4.16131 0.06361
C -2.30735 -4.79045 -0.10937
C 1.94006 2.23715 -4.21416
H 0.69530 -0.95476 1.59128
C -1.71248 -3.74541 -2.59542
C -0.65025 -1.88467 -3.99592
H -6.08021 -1.92764 -0.32365
C 5.54515 0.00222 -0.93139
H -1.50351 0.36799 -0.20811
H -2.65731 -2.54487 2.52980
C 4.48695 -3.28812 0.70526
C -0.83605 -1.06509 5.14097
H 1.68480 2.42675 -5.25676
H 1.87057 -3.01985 1.54956
H 0.20916 -1.01444 5.44605
C 3.00228 0.66327 -1.34124
H -0.38992 2.70470 1.14726
C -1.38230 4.94154 -1.27590
H -2.39827 4.55498 -1.19540
H 0.40171 -2.15409 -4.09026
H 1.10615 -1.86734 -3.02915
C -1.14107 -2.44291 4.70780
C -2.73918 -3.95265 -3.66089
N -2.45261 -0.89706 2.23788
C 0.58203 2.99670 4.29076
C -0.84670 -2.72367 1.38137
H -0.85509 -4.41756 -2.63021
H -3.03260 -5.42191 -0.62256
C 1.65529 3.57030 -3.46311
H 2.20521 -0.92173 -0.43732
H -0.29786 2.53636 -2.18555
H 1.97155 -3.90156 3.12347
H -2.85868 0.92777 3.21749
H -2.23429 -0.25200 3.78752
H -3.57069 -3.09692 0.29670
C -5.05042 -0.02687 0.05121
H -0.69752 -0.79850 -3.91788
C 3.79269 -2.24322 -0.08063
C 3.87731 -3.50674 2.09223
C -2.52550 2.59161 1.78271
H -2.51311 4.30136 0.46803
N 0.67140 0.90205 -2.47711
H 0.96713 4.88969 1.37563
H 3.32542 -3.69626 -1.88251
H -5.53753 0.02648 1.02484
H 6.55698 0.04202 -1.33478
H -4.23813 1.38817 2.23575
H -4.79787 -1.74307 -1.42524
N -4.57636 5.33525 2.57668
H 1.65454 -1.99718 -1.37841
H -5.48387 0.61234 -0.71796
C 2.37575 -3.80212 2.11608
H -3.97074 3.37871 0.20821
C 0.63719 4.17973 3.41476
H 0.61770 3.79532 -3.70984
H -1.41244 1.04039 4.57303
H 0.23608 1.86180 -0.60184
H -1.92359 -4.08374 2.59844
H 0.90567 0.63546 1.03156
C -3.60418 0.40124 0.27000
N 4.35823 1.19831 -4.07453
C 2.84608 1.07300 0.02651
H -1.66695 -1.06159 0.69741
C 0.40896 -0.29867 0.76930
H -3.65181 -4.58227 1.44144
C -5.07896 -1.50358 -0.39970
N -1.39692 -3.56415 4.39426
C 3.83591 -1.72688 -3.68799
C -3.06049 -3.89394 0.83760
H -1.17563 -2.17326 -4.90630
C 2.67331 -3.37146 -2.69329
H 5.25644 -1.00875 -0.64386
H 1.14770 1.88214 1.76634
H 1.23263 1.52347 -3.79191
H 0.68559 4.32895 -0.63956
C 0.69408 2.73295 1.25796
C 1.74358 3.47705 -1.94108
H 0.82938 -1.84036 -0.83072
C -0.34535 0.15895 2.86797
H -4.32630 -2.05089 0.16781
C -1.75757 2.01038 -0.85756
H -2.05268 1.83740 1.15366
C -1.10448 -2.33500 -2.61956
C -2.94636 -0.28168 1.38123
H -1.75493 -4.20791 -0.84668
H -0.42269 -2.21461 -1.77767
H 4.32847 0.07009 -2.81531
H -2.32321 -3.83919 -1.69747
H -0.68938 1.00897 2.27872
H -1.31581 -0.98417 6.11636
C -3.27578 3.71320 0.97843
O 4.73064 -1.16873 -4.32702
H 2.44559 -0.26753 -1.44991
H 4.08120 -2.64398 2.72641
N 3.23303 -1.48176 -0.70117
F 1.70037 -4.25719 -3.01373
H 1.04196 2.78244 -1.47918
C -1.24823 0.05562 4.13559
H 5.55308 -3.06131 0.70086
H 2.24445 4.03725 1.92554
H 0.69896 0.29658 3.14829
H 2.66115 3.01546 -1.57624
N 2.74015 1.34813 1.14682
H 5.64615 0.54737 0.00706
H -0.99245 5.05105 -2.28788
H -0.37635 -0.78689 2.32712
C 0.84822 0.12863 -1.65276
N 0.17996 -2.31348 0.95055
C -1.07325 -0.14871 0.64980
H -1.95573 -1.71080 -2.34781
C 1.15605 3.98802 1.95821
H 1.66375 4.41223 -1.38686
N 0.61249 2.09841 4.95335
H -1.65538 -5.45898 0.45285
C -4.01320 4.63959 1.88241
H -0.55653 3.88180 0.53097
H 1.07980 2.69680 0.23913
H -0.36296 4.61154 3.37818
H 2.42512 1.45061 -1.82610
O 3.06137 -1.17476 -2.73831
C 3.28540 1.68673 -4.12609
N -3.53242 -4.15360 -4.52835
C -0.42878 2.56472 -1.10381
H -1.48019 0.45536 1.46073
H -1.36952 5.93724 -0.83260
C 4.46865 0.64897 -1.90244
H -1.71360 2.93916 2.42155
C -2.13349 -3.26882 1.90564
H 4.91453 1.62565 -2.09058
H 2.24710 4.38653 -3.87740
H -3.05633 0.20079 -0.65075
H 2.12120 -4.76596 1.67527
N -2.80975 1.62939 -0.65068
C -0.34627 3.99439 -0.53263
H 1.20823 4.96245 3.91412
C -3.39801 1.78184 2.80787
C 1.98883 -2.04492 -2.41478
H 4.43913 -4.28141 2.61410
O 3.49907 -2.99591 -3.77190
H -3.79050 2.44593 3.57796
H -3.56494 1.47630 0.44553
*
```

These are the Löwdin partial charges, in e, on atoms 1 to 2: C -0.169; H 0.122

Entry 3:
Here is a cluster of 2 separate species, C7H9I in total from the OMol25 dataset. Energies are from the ωB97M-V functional and the def2-TZVPD basis.

For the HOMO-LUMO gap (spin up / spin down), the calculation gives 7.29 / 7.82 eV.

Geometry as ORCA input:
```
! wB97M-V def2-TZVPD RIJCOSX def2/J DEFGRID3
* xyz 0 1
H 0.25642 1.99710 -2.11452
C 0.16492 -1.65615 -0.68270
C 0.34292 2.06376 -1.05991
H -0.19009 2.92633 -0.66092
C -1.98150 0.73776 1.49108
H -2.20489 1.73499 1.84516
C 0.68313 1.00866 -0.28085
H 2.43874 -1.72431 -1.12123
H -2.36014 -0.22541 1.99745
H -0.26697 -1.56944 -1.71961
C 0.70102 0.38788 0.97794
C 0.80338 -0.47678 -0.10102
H 1.27101 0.34471 1.84321
H 1.88791 -2.14600 0.59806
I -2.71650 0.66495 -0.49058
H -0.43590 -2.36642 -0.12189
C 1.60653 -1.70162 -0.39967
*
```

These are the Löwdin partial charges, in e, on atoms 1 to 2: H 0.040; C -0.137

Entry 4:
Here is a structure of composition C6H10O from the OMol25 dataset. Energies are from the ωB97M-V functional and the def2-TZVPD basis.

For the HOMO-LUMO gap, the calculation gives 10.41 eV.

Geometry as ORCA input:
```
! wB97M-V def2-TZVPD RIJCOSX def2/J DEFGRID3
* xyz 0 1
H -1.39069 1.05631 -1.40953
H 3.21180 0.37571 -0.46424
C 2.38899 -0.17819 -0.00117
H 2.22064 -1.08298 -0.59688
O -1.09662 0.80770 1.16871
C -2.06637 0.04551 0.45934
C 1.12864 0.67967 0.08497
H 1.31680 1.55980 0.71136
C -0.04426 -0.06963 0.69040
C -1.84334 0.15158 -1.00807
H 2.71776 -0.49125 0.99673
H -3.00810 -0.17443 0.95252
H -1.04114 -1.89770 -0.37251
H -2.60258 -0.30459 -1.63829
H 0.29406 -0.70115 1.52466
C -1.03597 -0.82916 -0.18977
H 0.85038 1.05280 -0.90822
*
```

These are the Löwdin partial charges, in e, on atoms 1 to 2: H 0.107; H 0.070

Entry 5:
Here is an isolated molecule of C5H8BrN3O3 from the OMol25 dataset. Energies are from the ωB97M-V functional and the def2-TZVPD basis.

For the HOMO-LUMO gap (spin up / spin down), the calculation gives 6.73 / 6.98 eV.

Geometry as ORCA input:
```
! wB97M-V def2-TZVPD RIJCOSX def2/J DEFGRID3
* xyz 0 1
N -1.74727 1.02589 -0.05991
H -1.87338 -0.40454 1.88710
H 0.28069 -0.86540 -2.00584
H -0.50653 1.87565 -2.15550
O 0.17443 1.12251 -2.39099
H -1.25826 -0.44941 -2.09554
N 2.00131 1.05438 -0.43617
H 2.88000 1.54480 -0.64552
C -1.05272 -1.10254 1.69922
H -0.46076 -1.56422 2.63214
O -2.22997 1.19122 1.05579
H -1.48604 -1.85814 1.16854
N -0.14861 -0.49880 0.78520
C 1.13511 -0.76870 0.84121
C 2.13622 0.02595 0.25189
H 1.46528 -1.50007 1.69284
Br 3.82760 -0.62361 0.89554
C -0.31755 -0.02067 -1.71573
O -2.15812 1.61603 -1.11949
C -0.66141 0.19968 -0.28478
*
```

These are the Löwdin partial charges, in e, on atoms 1 to 2: N -0.318; H 0.087

Entry 6:
Here is an isolated molecule of C4H10NPS from the OMol25 dataset. Energies are from the ωB97M-V functional and the def2-TZVPD basis.

For the HOMO-LUMO gap, the calculation gives 9.15 eV. As for the SMILES: CN=[P@]1(C)CCS1.

Geometry as ORCA input:
```
! wB97M-V def2-TZVPD RIJCOSX def2/J DEFGRID3
* xyz 0 1
C -1.86204 -1.35846 0.44998
P 0.13117 0.06006 0.04751
H 1.40764 0.49727 -2.97708
C -0.41743 -1.50109 0.81037
H 0.40564 2.33784 0.88379
C 0.09654 1.43660 1.30843
H 0.04870 -2.28295 0.23482
H -2.69072 -1.25427 1.27502
H -2.19681 -2.23630 -0.08221
S -1.86692 0.02009 -0.69765
H -0.18964 -1.51495 1.79089
H 2.86016 0.69208 -2.12114
C 1.80248 0.70181 -1.99323
H -0.86196 1.75806 1.74627
H 1.39516 1.75481 -1.87054
N 1.31967 -0.15803 -0.91676
H 0.61837 1.04743 2.11153
*
```

These are the Löwdin partial charges, in e, on atoms 1 to 2: C -0.624; P 0.521

Entry 7:
Here is the ion C2H2NO5P with charge -2 from the OMol25 dataset. Energies are from the ωB97M-V functional and the def2-TZVPD basis.

For the HOMO-LUMO gap, the calculation gives 6.71 eV. As for the SMILES: NP(=O)(C(=O)[O-])C(=O)[O-].

Geometry as ORCA input:
```
! wB97M-V def2-TZVPD RIJCOSX def2/J DEFGRID3
* xyz -2 1
N 1.52017 0.16929 -0.79393
O -1.87145 2.20916 -0.01046
O -1.22734 -2.52487 0.56355
O -1.10933 -0.39186 -1.67275
P -0.45343 -0.09928 -0.37429
C -0.98388 1.59839 0.54903
C -0.16488 -1.92709 0.51479
H 2.03890 0.25156 0.02115
O -0.32464 1.84436 1.53750
H 1.63355 1.01366 -1.29848
O 0.94232 -2.14332 0.96389
*
```

These are the Löwdin partial charges, in e, on atoms 1 to 2: N -0.128; O -0.092

Entry 8:
Here is a cluster of 2 separate species, C5H13N2 in total from the OMol25 dataset. Energies are from the ωB97M-V functional and the def2-TZVPD basis.

For the HOMO-LUMO gap (spin up / spin down), the calculation gives 8.75 / 7.48 eV.

Geometry as ORCA input:
```
! wB97M-V def2-TZVPD RIJCOSX def2/J DEFGRID3
* xyz 1 1
N 0.84225 0.59369 0.18494
C -1.93070 0.24126 0.90725
H -1.86311 0.10666 -1.55047
H 2.67892 0.44389 0.02350
H -0.24297 1.88163 -1.05105
H -0.32299 -0.73719 -1.77747
H 0.72705 -2.01927 0.41215
H -1.85716 -1.75392 -1.46604
H 0.16572 2.47658 0.56322
N -1.06169 -0.63838 0.26863
H 2.48939 -2.16608 -0.11788
H -2.79145 0.71077 0.31772
C -1.34961 -0.76726 -1.10946
C 1.74115 -1.64639 0.47425
H -1.36738 1.18846 1.32254
C 0.69738 1.92548 -0.30393
C 1.81392 -0.20422 0.32312
H 1.61686 2.45976 -0.73117
H 2.12798 -1.79925 1.47068
H -2.11351 -0.29623 1.83949
*
```

These are the Löwdin partial charges, in e, on atoms 1 to 2: N -0.025; C -0.130

In kcal/mol, the relative energy (zero: lowest compared OMol25 entry of this formula, charge and spin) values for the records above are, in order, 51.9 986.1 170.4 39.1 28.6 22.8 20.3 154.7.